Entry 1:
Density functional theory data (ωB97M-V with the def2-TZVPD basis set) for a 7-piece molecular cluster, C26H45Cl8N5 overall at a distorted geometry.

```
84
Properties=species:S:1:pos:R:3:forces:R:3
Cl 10.2811 -37.8114 8.6649 0.0 0.1 0.4
C 11.6950 -38.0648 9.7009 0.1 0.3 -0.4
Cl 11.7709 -36.8231 10.9728 -0.1 -0.3 -0.2
Cl 11.6434 -39.6691 10.4098 -0.1 -0.1 0.1
Cl 13.1353 -37.9364 8.6641 0.0 0.0 0.2
Cl 11.1529 -36.6489 2.8317 0.1 0.1 0.0
C 10.9528 -37.2860 4.4517 0.0 0.0 0.6
Cl 11.6036 -38.9366 4.5450 -0.1 0.1 -0.1
Cl 11.8074 -36.2880 5.6610 -0.1 -0.1 -0.5
Cl 9.2360 -37.3012 4.8803 0.0 -0.1 0.0
C 4.6257 -40.8169 1.2860 0.4 0.3 -1.0
C 5.3664 -40.1406 2.2868 -1.1 0.1 0.6
C 5.0214 -40.7528 3.4661 1.3 -0.4 0.3
N 4.3200 -41.9098 3.2012 -0.2 1.8 -0.5
C 3.9829 -41.8614 1.8583 -0.1 -1.4 0.9
H 4.5877 -40.5661 0.2363 0.0 0.0 0.0
H 5.9674 -39.2516 2.2053 0.0 0.1 -0.1
H 5.3371 -40.4599 4.4557 -0.1 -0.3 0.1
H 3.9752 -42.5196 3.9216 -0.2 0.0 0.0
H 3.3274 -42.6219 1.4677 0.1 0.1 -0.2
C 8.5661 -40.8467 8.2845 0.6 0.4 -0.9
C 7.2948 -41.3476 7.9145 -0.3 -0.6 0.3
C 7.2612 -41.4263 6.5551 0.4 0.1 -1.3
N 8.4377 -40.9415 6.0485 -0.1 0.3 0.9
C 9.2381 -40.5706 7.0982 -0.4 -0.2 0.0
H 8.9866 -40.7311 9.2682 -0.2 0.2 0.1
H 6.5023 -41.7197 8.5460 0.1 0.1 0.2
H 6.5731 -41.8116 5.8213 -0.4 -0.1 0.4
H 8.7079 -40.9926 5.0649 0.0 -0.1 0.1
H 10.1696 -40.0800 6.8738 0.2 -0.2 0.3
C 4.3169 -43.2683 6.6929 -0.6 -0.8 -0.2
C 3.7511 -41.9905 6.5251 -0.6 0.4 0.0
C 2.4689 -42.1660 6.0255 0.4 0.3 0.5
N 2.2561 -43.5061 5.8937 -0.2 0.2 -0.2
C 3.3571 -44.1814 6.2942 1.1 -0.4 0.0
H 5.2797 -43.5511 7.0836 0.1 0.2 0.0
H 4.2162 -41.0537 6.7881 -0.1 0.0 -0.1
H 1.6509 -41.4836 5.8666 0.2 0.2 -0.2
H 1.4187 -43.8960 5.5045 0.0 -0.2 0.1
H 3.4741 -45.2492 6.2000 -0.3 0.0 0.1
C 8.1549 -40.9496 12.9488 -0.2 -0.1 1.7
C 7.5027 -41.8293 14.0486 -0.4 1.2 -1.0
N 7.1959 -41.0115 15.2310 -0.2 -1.1 0.8
C 8.4210 -40.6500 15.9226 1.2 1.7 0.0
C 8.2500 -39.4801 16.9124 -0.7 -0.9 0.3
C 6.4157 -41.8690 16.1908 0.5 0.7 -1.4
C 5.0287 -42.2373 15.6636 0.4 0.6 0.2
H 9.1411 -40.7069 13.3444 0.3 -0.1 -0.9
H 7.6017 -40.0105 12.9476 -0.1 0.0 -0.3
H 8.1168 -41.4299 11.9770 0.4 0.0 -0.1
H 6.5574 -42.1350 13.6018 -0.1 -0.4 0.3
H 8.1147 -42.7050 14.2924 0.0 -0.1 0.0
H 8.9424 -41.4965 16.3914 -0.2 -0.2 0.0
H 9.1392 -40.1809 15.2392 -0.1 -0.7 -0.4
H 9.1559 -39.2245 17.4596 0.2 -0.2 -0.2
H 7.9238 -38.6056 16.3530 -0.2 0.0 0.2
H 7.5150 -39.7724 17.6684 -0.1 0.5 0.0
H 6.3315 -41.3154 17.1224 -0.1 -0.1 0.0
H 7.0560 -42.7459 16.3530 -0.3 -0.3 0.3
H 5.0385 -42.9496 14.8425 0.0 -0.5 0.4
H 4.5395 -41.3707 15.2119 0.1 0.2 0.4
H 4.4761 -42.5446 16.5506 -0.4 -0.4 -0.4
C 9.0325 -40.0308 2.2163 0.1 -1.1 -1.1
C 8.6601 -41.5266 2.2521 -0.7 0.6 0.3
N 9.1376 -42.1663 3.4783 0.0 -0.6 -0.6
C 10.5560 -42.4722 3.4098 1.0 0.1 0.3
C 11.1748 -42.8485 4.7726 -0.8 0.5 0.0
C 8.3211 -43.3329 3.8236 0.0 -0.3 0.2
C 8.3299 -44.5467 2.8845 0.6 0.3 0.0
H 8.4315 -39.5168 1.4640 -0.2 0.0 0.2
H 10.0480 -39.9773 1.8199 0.2 0.5 0.6
H 8.8820 -39.5888 3.1948 0.2 0.2 0.0
H 7.5698 -41.5997 2.2806 0.0 0.0 -0.1
H 8.9797 -42.0412 1.3360 0.2 0.0 0.0
H 10.8466 -43.2663 2.7028 -0.5 -0.1 -0.2
H 11.0546 -41.5868 3.0074 0.0 0.1 0.2
H 12.1909 -42.4646 4.8470 0.2 -0.5 -0.1
H 10.6264 -42.3686 5.5851 -0.1 0.1 0.0
H 11.0760 -43.9157 4.9642 0.5 -0.1 0.0
H 7.2828 -42.9939 3.8589 0.0 0.1 0.2
H 8.5994 -43.6616 4.8281 -0.1 0.1 0.1
H 8.1646 -44.1978 1.8637 -0.4 -0.3 0.0
H 7.5728 -45.2430 3.2416 -0.2 0.1 -0.3
H 9.2624 -45.1172 2.8694 0.1 0.2 0.2
```
Forces are in eV/Å.

Its SMILES is ClC(Cl)(Cl)Cl.ClC(Cl)(Cl)Cl.c1cc[nH]c1.c1cc[nH]c1.c1cc[nH]c1.CCN(CC)CC.CCN(CC)CC. Its highest occupied orbital energy is -7.88 eV. As for the molecular weight: 711.3 g/mol. As for the charge: 0. As for the total energy: -135319.62908 eV. The LUMO energy comes out at 0.272 eV.



Entry 2:
Density functional theory data (ωB97M-V with the def2-TZVPD basis set) for C26H45ClGdNP as an isolated structure at a distorted geometry.

```
75
Properties=species:S:1:pos:R:3:forces:R:3
Gd 2.1716 2.7642 1.5150 0.3 0.0 0.2
Cl 3.0263 0.3967 1.6120 0.8 -1.2 -0.1
P -0.2374 -0.1448 0.3886 0.0 0.1 -0.3
C 1.8148 2.7367 3.6353 -0.1 -0.3 1.4
H 0.9709 3.1621 4.2037 0.3 0.3 -0.1
H 2.6043 2.3370 4.3142 -0.3 0.3 -0.4
C -1.6528 -0.0903 -0.8834 0.5 -0.3 0.4
C -0.9876 -0.4669 2.0892 0.3 -0.1 -0.4
C -2.6213 1.0634 -0.5755 0.0 0.1 -0.1
H -1.0802 0.1877 -1.7898 -0.2 0.0 0.1
C -3.5570 1.3243 -1.7637 0.1 -0.1 0.2
H -3.2281 0.8180 0.3094 0.1 0.1 -0.2
H -2.0760 1.9801 -0.3254 -0.1 -0.2 0.0
C -4.3122 0.0634 -2.1839 0.0 0.0 0.0
H -4.2621 2.1190 -1.4988 0.0 0.0 -0.1
H -2.9561 1.6896 -2.6069 -0.1 0.0 0.0
C -3.3772 -1.1326 -2.3959 0.1 0.0 0.0
H -5.0586 -0.1859 -1.4180 0.1 0.0 0.0
H -4.8673 0.2574 -3.1080 0.0 0.0 0.1
C -2.4244 -1.3718 -1.2153 -0.2 0.0 -0.1
H -3.9640 -2.0412 -2.5767 0.0 0.1 -0.1
H -2.7714 -0.9552 -3.2959 -0.1 0.0 0.0
H -3.0045 -1.6993 -0.3404 0.1 0.1 -0.3
H -1.7412 -2.1936 -1.4677 -0.2 0.2 0.0
C 0.7007 -1.7472 0.0020 -0.2 0.5 0.4
C -2.3317 -1.1976 2.0877 -0.1 -0.2 0.3
H -0.2378 -1.1175 2.5736 -0.1 0.1 0.0
C -2.8262 -1.4556 3.5161 0.0 0.1 -0.1
H -3.0794 -0.5936 1.5552 0.2 -0.2 0.2
H -2.2620 -2.1608 1.5607 0.0 0.3 0.1
C -2.8942 -0.1685 4.3425 0.0 0.0 0.0
H -3.8143 -1.9305 3.4756 0.1 0.0 0.1
H -2.1444 -2.1685 3.9996 0.0 0.1 0.0
C -1.5857 0.6229 4.3066 0.1 -0.1 -0.1
H -3.7112 0.4602 3.9646 0.1 0.0 0.0
H -3.1455 -0.4159 5.3794 0.0 0.0 0.0
C -1.0418 0.8480 2.8890 -0.2 0.0 0.0
H -1.7249 1.5936 4.7963 0.1 -0.1 0.0
H -0.8217 0.0794 4.8799 -0.1 0.0 0.0
H -1.6629 1.5828 2.3547 0.1 -0.2 0.1
H -0.0397 1.3084 2.9808 -0.3 -0.3 -0.1
C 1.0797 -1.8167 -1.4865 -0.1 -0.1 0.1
H 1.6269 -1.5581 0.5768 -0.2 -0.2 -0.2
C 1.9996 -3.0100 -1.7807 0.0 0.1 0.1
H 0.1670 -1.9061 -2.0947 0.2 0.0 0.0
H 1.5737 -0.8818 -1.7907 -0.1 -0.1 0.1
C 1.4315 -4.3374 -1.2657 -0.1 0.0 0.0
H 2.1703 -3.0751 -2.8613 0.1 0.0 0.1
H 2.9753 -2.8272 -1.3090 -0.1 0.0 0.0
C 0.9723 -4.2669 0.1959 0.1 0.1 0.1
H 0.5876 -4.6432 -1.8992 0.0 0.1 0.1
H 2.1918 -5.1206 -1.3644 -0.1 0.0 0.0
C 0.0806 -3.0553 0.5043 -0.1 -0.2 -0.3
H 0.4283 -5.1827 0.4577 0.1 0.0 0.0
H 1.8547 -4.2211 0.8500 -0.1 0.0 -0.1
H -0.9039 -3.2021 0.0351 0.2 -0.1 0.1
H -0.0916 -3.0131 1.5886 0.0 0.0 -0.3
C 2.1709 2.8576 -2.3368 -1.1 -0.3 -1.2
C 2.7346 3.3251 -1.2564 1.2 1.5 1.4
H 1.1135 3.0732 -2.5397 0.4 0.1 0.1
C 4.1643 3.0095 -0.8508 0.4 -0.5 -0.2
H 2.2485 4.1170 -0.6459 -0.2 -0.7 -0.6
C 5.0466 2.6809 -2.0815 -0.3 0.4 0.2
H 4.6203 3.8326 -0.2718 -0.2 -0.2 -0.3
H 4.1906 2.1207 -0.1820 -0.1 0.3 -0.3
C 4.3529 1.7074 -3.0374 -0.2 -0.2 0.3
H 5.2788 3.6277 -2.5818 0.0 -0.1 -0.1
H 5.9988 2.2525 -1.7526 -0.1 0.1 0.0
C 2.8926 2.0717 -3.3873 0.4 -0.5 -0.4
H 4.9352 1.5969 -3.9605 -0.1 0.0 0.2
H 4.3402 0.7249 -2.5536 0.1 0.0 0.0
H 2.8932 2.6436 -4.3335 -0.2 0.0 0.4
H 2.3592 1.1356 -3.6308 0.0 0.3 0.1
N -1.1906 3.7723 0.8068 1.8 -0.5 0.2
C -0.0793 3.4103 0.9524 -2.8 1.2 -0.5
```
Forces are in eV/Å.

Its highest occupied orbital energy (alpha / beta) is -2.33 / -3.27 eV. As for the molecular weight: 595.3 g/mol. As for the charge: -1. As for the total energy: -71828.22255 eV. Its multiplicity is 8. The LUMO energy (alpha / beta) comes out at 2.551 / 2.445 eV. The expectation value of S² is 16.283.



- Among the records above, which one has the lowest molecular weight?
  C26H45ClGdNP



- Which of these has the highest molecular weight?
  C26H45Cl8N5